9
Properties=species:S:1:pos:R:3 method="wB97M-V/def2-TZVPD" total_energy_ha=-623.3305 e_above_lowest_ev=4.465 fmax_ev_per_a=5.8 gap_ev="7.6652 / 7.0642" charge=+1
C 1.04 0.57 0.62
C 0.97 -1.19 -0.22
C -0.39 -0.63 -0.22
N 1.91 -0.24 0.14
N -0.17 0.71 0.17
S -0.92 2.24 -0.02
H 1.15 -2.28 -0.31
H -1.32 -0.95 -0.40
H -2.27 1.78 0.24

=====

18
Properties=species:S:1:pos:R:3 method="wB97M-V/def2-TZVPD" total_energy_ha=-887.8010 e_above_lowest_ev=2.119 fmax_ev_per_a=4.9 gap_ev=9.2151 smiles="C=C(C)C(=O)[Si@@H](O)[SiH3]"
C 2.45 -1.23 0.63
C 1.44 -0.80 -0.13
C 1.46 0.49 -0.88
C 0.19 -1.62 -0.18
O 0.19 -2.79 0.13
Si -1.46 -0.75 -0.69
O -3.08 -1.79 0.16
Si -2.01 1.20 0.42
H 3.37 -0.67 0.74
H 2.38 -2.16 1.16
H 1.13 0.34 -1.91
H 0.81 1.23 -0.42
H 2.47 0.90 -0.90
H -1.62 -1.03 -2.12
H -2.86 -2.72 0.17
H -3.35 1.21 1.00
H -1.04 1.48 1.49
H -1.91 2.34 -0.51

=====

7
Properties=species:S:1:pos:R:3 method="wB97M-V/def2-TZVPD" total_energy_ha=-986.0188 e_above_lowest_ev=3.114 fmax_ev_per_a=4.0 gap_ev="7.7052 / 7.6977"
C 0.22 0.70 -0.41
O -2.27 -0.88 1.32
O 2.66 -0.10 -0.92
S -1.71 -2.24 1.47
S 1.59 0.82 -1.39
H -0.36 1.63 -0.45
H -0.13 0.06 0.39

=====

20
Properties=species:S:1:pos:R:3 method="wB97M-V/def2-TZVPD" total_energy_ha=-647.7305 e_above_lowest_ev=0.000 fmax_ev_per_a=0.6 gap_ev=10.6958 smiles="CC1(C)[C@]2(O)C(=O)OC(=O)[C@]12O"
C 1.93 0.00 0.54
C 0.60 0.00 -0.16
C 0.69 -0.01 -1.67
C -0.50 -0.76 0.60
O -0.19 -1.57 1.67
C -1.67 -1.14 -0.24
O -2.09 -2.23 -0.44
O -2.24 0.00 -0.77
C -1.67 1.13 -0.25
O -2.10 2.23 -0.44
C -0.50 0.76 0.60
O -0.19 1.58 1.65
H 2.50 0.89 0.25
H 2.50 -0.88 0.27
H 1.79 0.02 1.62
H 1.23 0.88 -2.00
H -0.27 -0.02 -2.16
H 1.25 -0.88 -1.99
H -0.52 -2.46 1.47
H -0.56 2.46 1.47

=====

81
Properties=species:S:1:pos:R:3 method="wB97M-V/def2-TZVPD" total_energy_ha=-6055.0289 fmax_ev_per_a=3.0 gap_ev=6.2478 charge=+1
C 0.24 -0.01 2.08
C -0.52 -0.64 1.35
C -1.84 -1.00 0.66
N -2.89 -1.43 1.34
C -4.07 -1.66 0.45
C -3.78 -0.56 -0.65
N -4.16 0.74 -0.05
C -4.63 -0.59 -2.05
I -5.60 1.37 -2.39
C -5.80 -1.67 -2.06
C -7.05 -1.26 -1.14
I -6.52 -1.75 -4.14
C -2.24 -0.90 -0.88
C -1.36 -0.01 -1.87
C -1.03 1.46 -1.36
O 0.07 1.65 -0.89
Br -2.22 3.02 -1.47
B -1.91 -2.41 -1.44
N -0.70 -3.13 -0.91
O -2.77 -3.06 -2.40
H 0.92 0.61 2.74
H -2.93 -1.60 2.36
H -4.94 -1.40 1.14
H -4.34 -2.72 0.15
H -4.96 0.66 0.58
H -3.38 1.21 0.44
H -3.92 -0.77 -2.90
H -5.37 -2.69 -1.77
H -7.79 -0.66 -1.76
H -6.70 -0.59 -0.30
H -7.54 -2.22 -0.77
H -0.38 -0.56 -2.07
H -1.90 0.08 -2.86
H -1.09 -3.98 -0.45
H -0.18 -3.46 -1.73
H -2.64 -2.66 -3.29
C -3.06 -6.71 -3.71
C -3.28 -7.87 -4.68
C -3.42 -7.27 -6.09
S -2.48 -5.75 -6.08
O -3.39 -4.64 -6.25
O -1.30 -5.91 -6.90
C -2.00 -5.83 -4.36
H -2.74 -7.06 -2.73
H -3.99 -6.15 -3.58
H -2.42 -8.54 -4.65
H -4.16 -8.45 -4.42
H -3.02 -7.94 -6.85
H -4.46 -7.02 -6.31
H -1.96 -4.82 -3.94
H -1.01 -6.29 -4.31
C 3.53 4.87 3.76
C 2.25 5.33 3.05
C 1.46 4.08 2.65
S 1.90 2.82 3.84
O 2.62 1.76 3.14
O 0.77 2.54 4.69
C 3.09 3.80 4.75
H 4.04 5.69 4.26
H 4.21 4.44 3.02
H 1.65 5.94 3.74
H 2.47 5.95 2.18
H 0.39 4.25 2.69
H 1.75 3.73 1.66
H 3.91 3.17 5.09
H 2.57 4.24 5.60
C 8.17 4.99 2.02
C 9.05 3.95 2.71
C 9.07 4.28 4.20
S 7.53 5.11 4.55
O 7.81 6.47 4.93
O 6.69 4.24 5.35
C 6.92 5.11 2.88
H 7.93 4.71 0.99
H 8.69 5.96 1.99
H 8.62 2.95 2.56
H 10.06 3.94 2.29
H 9.15 3.38 4.81
H 9.89 4.96 4.45
H 6.35 6.01 2.69
H 6.28 4.23 2.75

=====

75
Properties=species:S:1:pos:R:3 method="wB97M-V/def2-TZVPD" total_energy_ha=-6368.8323 e_above_lowest_ev=0.000 fmax_ev_per_a=0.8 gap_ev="7.4564 / 4.7229" charge=+2 multiplicity=2
Sn -0.05 -0.25 -0.07
C -2.85 -3.32 1.60
C -1.42 -2.85 1.40
C -0.71 -2.66 2.72
C -0.66 -3.80 0.49
O -1.51 -1.54 0.70
Ge -2.43 -0.03 1.56
O -0.50 0.35 1.88
C 0.02 1.30 2.89
C -0.39 2.70 2.49
C -0.63 0.88 4.21
C 1.52 1.16 2.98
O -1.84 0.80 -0.10
C -2.61 1.71 -0.95
C -3.40 2.65 -0.05
C -1.62 2.49 -1.79
C -3.56 0.89 -1.82
H -2.85 -4.32 2.03
H -3.39 -3.36 0.65
H -3.40 -2.67 2.28
H -0.67 -3.61 3.25
H -1.24 -1.95 3.36
H 0.31 -2.29 2.58
H -0.47 -4.73 1.04
H 0.31 -3.40 0.20
H -1.23 -4.06 -0.40
H -1.48 2.80 2.46
H 0.02 2.96 1.51
H -0.01 3.42 3.21
H -1.72 0.96 4.16
H -0.28 1.54 5.01
H -0.36 -0.14 4.46
H 2.01 1.52 2.08
H 1.82 0.13 3.18
H 1.89 1.78 3.80
H -2.73 3.18 0.63
H -4.15 2.11 0.54
H -3.92 3.39 -0.65
H -1.01 3.14 -1.16
H -2.14 3.11 -2.51
H -0.96 1.82 -2.35
H -4.18 0.24 -1.21
H -3.00 0.28 -2.53
H -4.21 1.55 -2.38
Br 4.46 2.18 0.10
C 4.78 0.44 0.76
C 6.06 0.20 1.23
C 6.40 -1.04 1.72
C 5.47 -2.07 1.76
C 4.19 -1.84 1.31
C 3.82 -0.59 0.81
C 2.42 -0.44 0.41
O 1.58 -1.41 0.59
O 1.92 0.61 -0.11
H 6.79 1.00 1.21
H 7.41 -1.21 2.08
H 5.75 -3.05 2.14
H 3.46 -2.63 1.34
C 2.12 0.95 -5.40
C 2.35 1.35 -4.11
C 1.61 0.81 -3.04
C 0.60 -0.16 -3.25
C -0.16 -0.72 -2.20
C -1.17 -1.66 -2.54
C -1.38 -2.07 -3.83
C -0.62 -1.52 -4.87
C 0.36 -0.56 -4.59
C 1.12 -0.01 -5.65
H 2.69 1.36 -6.22
H 3.12 2.08 -3.90
H 1.83 1.14 -2.03
H -1.79 -2.07 -1.75
H -2.14 -2.81 -4.06
H -0.80 -1.82 -5.90
H 0.93 -0.34 -6.66

=====

16
Properties=species:S:1:pos:R:3 method="wB97M-V/def2-TZVPD" total_energy_ha=-267.7986 e_above_lowest_ev=3.447 fmax_ev_per_a=3.1 gap_ev=9.2195 smiles="[H]/N=C/N.C=CC"
H -2.02 -1.64 1.32
N -2.18 -0.85 0.69
C -1.70 0.16 1.29
N -2.12 1.46 1.01
H -0.82 0.12 1.94
H -1.80 2.11 1.71
H -2.16 1.85 0.08
C 2.01 -1.21 -0.04
C 1.56 -0.23 -0.85
C 2.30 0.44 -1.99
H 1.64 -2.22 -0.14
H 2.76 -1.07 0.73
H 0.54 -0.40 -1.20
H 3.21 0.93 -1.65
H 1.76 1.28 -2.43
H 2.42 -0.28 -2.80

=====

29
Properties=species:S:1:pos:R:3 method="wB97M-V/def2-TZVPD" total_energy_ha=-499.7158 e_above_lowest_ev=2.786 fmax_ev_per_a=3.0 gap_ev=9.6945 charge=+1
N -2.36 1.59 -1.22
C -2.53 0.37 -0.35
C -1.28 -0.53 -0.57
N -0.12 0.34 -0.84
C 0.67 0.46 0.43
C 1.82 -0.52 0.27
C 2.13 -0.56 -1.31
C 0.77 -0.17 -1.88
H -2.82 2.42 -0.86
H -1.32 1.81 -1.30
H -2.82 1.34 -2.11
H -3.50 -0.14 -0.52
H -2.56 0.62 0.75
H -1.06 -1.21 0.28
H -1.45 -1.05 -1.54
H 0.04 0.37 1.34
H 1.04 1.51 0.47
H 2.79 -0.22 0.65
H 1.67 -1.63 0.61
H 2.48 -1.58 -1.63
H 2.97 0.11 -1.38
H 0.39 -1.08 -2.47
H 1.00 0.64 -2.63
H 1.58 -4.62 0.82
H 1.46 -3.99 2.30
O 1.05 -4.12 1.45
H -0.77 3.72 3.01
H 0.08 2.52 3.68
O 0.01 3.16 2.98